# 1
The following is a quantum chemistry calculation of a molecular structure, C30H30BrN8O3S5SbV at a distorted geometry, from OMol25.

XYZ file:
```
79
C30H30BrN8O3S5SbV (the ωB97M-V functional and the def2-TZVPD basis)
Sb -2.619 -1.230 -2.965
Br 1.849 4.032 5.528
V -0.835 -1.271 -0.232
S -1.761 -3.011 -1.596
S -4.802 -1.523 -3.568
S -1.214 -0.671 -4.691
S -2.295 0.277 -1.122
S -3.142 0.329 2.558
O 5.100 -1.449 -3.963
O 0.366 -0.258 2.881
O 0.377 0.944 0.569
N 0.590 -1.081 -1.686
N 4.511 0.662 -4.492
N 0.792 -2.235 0.964
N -1.810 -2.206 1.343
N -4.870 -0.885 0.933
N -3.119 -2.201 1.465
N 0.684 3.103 -0.820
N 1.408 4.987 0.063
C 1.218 5.258 -1.289
C 0.670 1.028 2.913
C 0.152 -0.956 4.105
C 0.998 1.738 4.048
C 0.432 3.961 -3.177
C 0.701 1.667 1.639
C 1.374 3.079 3.946
C 4.267 -0.556 -3.894
C 3.013 -2.917 1.522
C -6.359 -2.841 0.585
C 0.610 5.090 -3.955
C 2.599 -1.963 -2.716
C 0.927 0.120 -2.246
C 1.076 3.001 1.582
C 1.095 6.294 -3.403
C -3.700 -0.980 1.581
C 2.494 -3.993 2.228
C -1.166 -3.245 1.872
C 0.758 4.062 -1.829
C -5.372 -1.853 -0.038
C 2.087 0.347 -2.942
C 1.404 6.404 -2.062
C 1.431 -2.121 -2.021
C 0.275 -3.232 1.714
C 2.114 -2.071 0.901
C -1.869 -4.325 2.615
C 1.058 3.686 0.267
C 1.417 3.712 2.738
C 1.124 -4.156 2.336
C 2.985 -0.699 -3.170
H -0.204 -1.939 3.823
H 1.222 7.157 -4.045
H -5.819 -1.301 -0.861
H 1.088 -1.037 4.664
H -1.760 -5.288 2.104
H 1.693 5.638 0.769
H 3.223 -2.822 -2.930
H 5.287 0.671 -5.127
H -7.307 -2.357 0.852
H 0.033 3.034 -3.584
H 0.360 5.050 -5.007
H 0.433 1.512 -0.239
H 2.256 1.356 -3.310
H 0.697 -4.974 2.899
H 4.078 -2.748 1.424
H -4.523 -2.384 -0.453
H -6.578 -3.656 -0.116
H 1.763 7.334 -1.637
H -5.928 -3.273 1.493
H -5.333 -0.003 1.052
H 1.706 4.753 2.692
H -0.620 -0.466 4.694
H 3.751 1.291 -4.676
H 3.162 -4.707 2.699
H -1.474 -4.439 3.632
H 1.101 -3.095 -1.703
H 2.454 -1.226 0.314
H -2.924 -4.086 2.671
H 0.181 0.891 -2.129
H 0.962 1.264 5.016
```

The HOMO energy (spin up / spin down) is -0.846 / -1.564 eV. The value obtained for the HOMO-LUMO gap (spin up / spin down) is 0.153 / 0.179 Eh. As for the energy relative to the best compared isomer or geometry (same formula, charge and spin): 5.1 kcal/mol. As for the multiplicity: 4. As for the charge: -2.

---

# 2
The following is a quantum chemistry calculation of a molecular structure, C30H30Cl3CuN3SSb2, from OMol25.

XYZ file:
```
70
C30H30Cl3CuN3SSb2 (the ωB97M-V functional and the def2-TZVPD basis)
Sb 1.799 -0.878 0.298
Sb -3.461 0.042 -0.763
Cu 0.392 -1.010 2.434
Cl -1.674 0.645 6.885
Cl -4.211 0.324 5.504
Cl -2.492 2.584 4.879
S 1.133 -2.747 3.854
N -0.717 -3.244 5.677
N -1.406 -0.510 3.486
N -1.185 -4.011 3.572
C -1.172 3.423 1.052
C 6.120 -3.108 -0.084
C 1.896 0.778 -2.296
C -2.046 1.628 -3.054
C -1.787 -1.289 -0.348
C -3.387 4.184 0.536
C -2.114 4.443 1.024
C -1.504 2.157 0.586
C -1.886 0.105 4.323
C -3.278 -0.299 -3.780
C 0.590 -2.080 -1.010
C 4.364 -1.800 -1.075
C -2.888 -0.062 -5.091
C 2.200 2.077 -0.298
C -0.727 -1.417 -1.439
C 3.666 -1.823 0.130
C 2.232 3.153 -2.445
C -3.712 2.913 0.081
C -2.774 1.879 0.094
C -2.080 1.027 -5.386
C -0.357 -3.374 4.400
C -1.663 1.872 -4.368
C 1.985 0.843 -0.907
C -2.856 0.539 -2.748
C 2.018 1.928 -3.062
C 2.324 3.228 -1.063
C 5.589 -2.443 -1.180
C 4.204 -2.486 1.228
C 5.430 -3.130 1.119
C -2.549 0.898 5.369
H -1.856 5.434 1.374
H -1.343 -0.968 0.601
H 6.129 -2.420 -2.118
H 1.195 -2.315 -1.888
H -0.739 1.388 0.598
H 3.966 -1.271 -1.934
H -0.524 -0.441 -1.884
H 1.941 1.868 -4.140
H 2.490 4.182 -0.578
H -1.543 -3.677 6.058
H -0.876 -4.168 2.629
H 1.716 -0.168 -2.795
H -1.037 2.726 -4.593
H -0.074 -2.796 6.306
H 0.416 -3.024 -0.488
H -3.924 -1.146 -3.572
H 3.674 -2.511 2.173
H -2.039 -4.449 3.879
H 2.271 2.149 0.782
H -1.144 -2.013 -2.256
H -0.174 3.618 1.426
H -3.224 -0.721 -5.882
H -1.700 2.294 -2.272
H 7.077 -3.607 -0.167
H -1.783 1.221 -6.409
H 5.846 -3.645 1.975
H -4.129 4.971 0.508
H -4.716 2.737 -0.293
H 2.329 4.050 -3.043
H -2.245 -2.259 -0.137
```

The HOMO energy is -10.447 eV. The value obtained for the HOMO-LUMO gap is 0.294 Eh. As for the energy relative to the best compared isomer or geometry (same formula, charge and spin): 0.0 kcal/mol. As for the charge: +1.

---

# 3
The following is a quantum chemistry calculation of a molecular structure, C30H30CrFNO4PSi, from OMol25.

XYZ file:
```
69
C30H30CrFNO4PSi (the ωB97M-V functional and the def2-TZVPD basis)
Cr 1.041 -0.169 -0.775
P -0.588 1.133 1.133
Si 2.078 -2.873 -2.637
F -1.163 -0.131 -1.560
O 3.197 3.073 0.443
O 3.883 0.171 -0.356
O 3.108 -1.394 1.063
O 1.370 1.861 -0.094
N 0.820 -1.908 -1.921
C -1.986 0.358 2.063
C 2.373 -4.501 -1.746
C -1.686 -0.437 3.174
C -2.880 4.587 -0.987
C -2.871 -1.663 -2.070
C 2.107 2.581 0.673
C 1.451 2.807 2.044
C -2.280 -3.900 -2.634
C -1.964 3.825 -1.695
C -3.942 -1.265 3.259
C -0.933 -3.603 -2.472
C 3.748 -2.052 -2.668
C -0.478 -2.322 -2.097
C -3.267 -2.946 -2.438
C 0.246 2.188 2.398
C -1.535 -1.416 -1.922
C -1.282 2.788 -1.071
C 2.865 -0.644 0.140
C 1.669 -3.212 -4.439
C -2.423 3.271 0.969
C -2.652 -1.229 3.774
C -4.248 -0.506 2.141
C -1.511 2.485 0.266
C 5.145 0.133 0.291
C -3.105 4.309 0.355
C 1.536 3.902 4.189
C 2.087 3.652 2.941
C -3.280 0.295 1.551
C -0.302 2.447 3.650
C 0.338 3.299 4.541
H 1.592 -5.252 -1.866
H 4.231 -2.027 -1.697
H -1.238 1.989 3.940
H -4.314 -3.185 -2.556
H 3.311 -4.938 -2.096
H 5.209 0.953 1.010
H -0.215 -4.394 -2.629
H 3.729 -1.032 -3.049
H 2.480 -4.299 -0.678
H -3.538 0.876 0.674
H -0.678 -0.455 3.570
H -3.406 5.399 -1.474
H -3.575 -0.859 -1.895
H -3.804 4.904 0.929
H -0.107 3.489 5.510
H -2.556 -4.909 -2.915
H 2.037 4.565 4.884
H 5.307 -0.816 0.804
H 4.356 -2.668 -3.338
H 2.453 -3.828 -4.886
H -4.697 -1.890 3.718
H 1.647 -2.261 -4.976
H -1.764 4.039 -2.737
H 3.021 4.099 2.626
H 0.714 -3.709 -4.603
H -2.604 3.075 2.020
H -0.544 2.236 -1.639
H -5.244 -0.539 1.716
H -2.393 -1.832 4.634
H 5.904 0.274 -0.480
```

The HOMO energy (spin up / spin down) is -4.437 / -4.912 eV. The value obtained for the HOMO-LUMO gap (spin up / spin down) is 0.262 / 0.279 Eh. As for the energy relative to the best compared isomer or geometry (same formula, charge and spin): 15.5 kcal/mol. As for the multiplicity: 5. As for the charge: -1.

---

# 4
The following is a quantum chemistry calculation of 8 unconnected molecules or ions with the total composition C30H30F2N6O12 at a distorted geometry, from OMol25.

XYZ file:
```
80
C30H30F2N6O12 (the ωB97M-V functional and the def2-TZVPD basis)
F -1.689 2.209 1.385
F -4.547 -3.279 -1.025
O -3.988 -0.410 -1.283
O 5.128 -0.600 7.373
O -1.259 0.226 2.474
O 0.902 3.070 -2.623
O -0.433 -0.457 -4.239
O -5.730 -1.572 -1.822
O 0.306 4.044 -0.751
O 4.717 -2.629 6.812
O -1.955 -0.960 0.759
O -2.270 -1.745 2.863
O -5.917 0.029 -0.266
O -0.321 -2.177 -2.856
N 1.830 0.707 -0.193
N 4.594 -1.433 6.683
N 0.065 3.424 -1.792
N 0.231 2.669 4.024
N 0.177 -1.331 -3.613
N 1.067 -2.464 0.451
C 4.374 -1.638 -4.000
C 2.385 -1.617 -2.626
C -2.909 2.269 -3.554
C -1.366 0.239 0.121
C 0.356 -3.327 0.328
C -1.598 2.487 -3.252
C -3.536 -1.490 -2.100
C -4.654 -2.449 -2.087
C -2.283 2.308 4.580
C -1.319 3.175 -2.054
C -0.882 2.543 4.234
C -0.653 -4.393 0.045
C 2.257 -0.051 3.558
C -1.835 -0.937 2.080
C 3.740 -0.979 5.612
C 3.736 -1.698 -2.736
C 3.266 -1.879 4.670
C -3.554 3.241 -1.447
C 3.634 2.166 -1.363
C 3.621 -1.449 -5.141
C 2.611 0.859 4.619
C 2.539 -1.438 3.629
C 2.237 -1.296 -4.988
C -5.300 -0.556 -1.061
C -3.856 2.688 -2.645
C 2.634 1.327 -0.737
C -0.964 1.034 1.368
C 1.646 -1.419 -3.773
C -2.231 3.546 -1.106
C 3.391 0.331 5.633
H -2.419 1.265 4.960
H 5.442 -1.583 -4.252
H -0.781 2.371 -3.955
H -4.903 2.629 -2.859
H -3.209 1.796 -4.507
H -2.623 2.967 5.356
H 2.283 1.917 4.564
H 4.294 -1.746 -1.856
H 3.709 0.934 6.509
H -0.441 -0.195 -0.303
H 3.152 2.979 -1.849
H -2.916 2.409 3.671
H 4.262 1.571 -2.024
H -1.960 0.779 -0.626
H -4.371 3.576 -0.784
H -0.811 -4.387 -1.039
H 1.681 0.350 2.752
H 4.299 2.459 -0.534
H 1.600 -1.026 -5.841
H 2.102 -2.075 2.878
H -1.535 -3.939 0.524
H 4.148 -1.340 -6.072
H -0.319 -5.314 0.549
H 3.578 -2.941 4.666
H -2.625 -1.889 -1.603
H -1.929 4.025 -0.214
H -3.219 -1.109 -3.080
H 1.880 -1.696 -1.658
H 0.096 1.326 1.421
H -4.860 -3.031 -2.963
```

The HOMO energy is -9.261 eV. The value obtained for the HOMO-LUMO gap is 0.305 Eh. As for the SMILES: O=[N+]([O-])c1ccccc1.O=[N+]([O-])c1ccccc1.O=[N+]([O-])c1ccccc1.O=C1OC[C@@H](F)O1.O=C1OC[C@@H](F)O1.CC#N.CC#N.CC#N.

---

# 5
The following is a quantum chemistry calculation of 6 unconnected molecules or ions with the total composition C30H30F3N3 at a distorted geometry, from OMol25.

XYZ file:
```
66
C30H30F3N3 (the ωB97M-V functional and the def2-TZVPD basis)
F -3.221 -3.288 -0.288
F 2.668 0.645 -3.712
F 1.050 0.961 2.913
N 6.132 -0.623 1.370
N -2.746 0.577 -0.517
N -4.612 3.666 0.290
C -3.174 -4.637 -0.255
C -4.053 -6.644 0.716
C 2.874 -0.582 0.263
C 2.583 1.574 -2.701
C 1.382 2.136 -2.495
C -1.582 1.652 1.015
C -5.871 3.428 0.677
C 6.862 -1.362 0.529
C -3.103 -7.402 0.025
C -2.230 -6.722 -0.844
C 2.555 0.378 1.204
C -4.087 -5.294 0.583
C 1.438 0.100 2.002
C 2.367 3.417 -0.710
C 7.321 -0.558 -0.455
C -3.470 0.377 0.632
C -6.660 4.498 0.304
C -4.510 4.953 -0.249
C 6.836 0.742 -0.203
C -1.631 1.343 -0.345
C 1.320 3.101 -1.525
C 6.105 0.685 0.965
C -2.738 1.070 1.582
C 2.113 -1.693 -0.016
C -2.225 -5.335 -0.941
C 0.608 -1.005 1.748
C 1.022 -1.917 0.756
C 3.562 2.699 -0.875
C 3.694 1.867 -1.899
C -5.794 5.456 -0.242
H 0.356 -2.667 0.416
H -3.701 5.420 -0.883
H -0.334 -1.184 2.301
H -4.610 -7.191 1.384
H 3.177 1.278 1.355
H 4.419 2.866 -0.247
H -0.948 1.481 -1.192
H 3.788 -0.379 -0.354
H 0.514 1.740 -3.030
H 4.630 1.383 -2.136
H -3.094 1.339 2.583
H 2.375 -2.329 -0.878
H 2.144 4.062 0.057
H 5.610 -0.972 2.139
H -4.408 -0.113 0.689
H -1.577 -7.229 -1.480
H -2.980 0.156 -1.377
H -4.806 -4.641 1.118
H -3.839 2.950 0.378
H -1.478 -4.801 -1.479
H -6.055 6.385 -0.711
H 7.000 1.591 -0.831
H 0.341 3.560 -1.477
H -3.030 -8.482 0.219
H -0.913 2.310 1.572
H 7.906 -0.846 -1.307
H 7.103 -2.431 0.709
H -6.197 2.505 1.099
H 5.522 1.366 1.606
H -7.703 4.609 0.455
```

The HOMO energy is -7.935 eV. The value obtained for the HOMO-LUMO gap is 0.313 Eh. As for the energy relative to the best compared isomer or geometry (same formula, charge and spin): 31.4 kcal/mol. As for the SMILES: c1cc[nH]c1.c1cc[nH]c1.c1cc[nH]c1.Fc1ccccc1.Fc1ccccc1.Fc1ccccc1.

---

# 6
The following is a quantum chemistry calculation of a molecular structure, C30H30FIN6O8RuS2, from OMol25.

XYZ file:
```
79
C30H30FIN6O8RuS2 (the ωB97M-V functional and the def2-TZVPD basis)
I -0.787 3.698 6.151
Ru -0.345 -1.048 2.577
S -3.355 0.131 3.085
S -2.464 2.475 2.096
F -1.735 2.383 -2.928
O 3.097 -3.055 1.330
O -4.458 2.373 3.894
O -3.003 -4.033 1.959
O -1.692 -2.243 1.660
O 0.070 -0.091 0.936
O -3.617 -5.632 4.013
O -3.025 -5.660 6.162
O 1.262 -2.240 2.272
N 2.409 -1.206 -2.253
N -0.170 1.603 -5.253
N -0.940 -2.190 4.215
N -1.400 -3.468 5.908
N 0.331 2.572 -7.533
N 0.580 0.588 3.559
C 1.089 0.206 -3.712
C 4.698 -1.797 -3.124
C 2.573 -1.816 -1.043
C 0.021 1.119 -3.921
C -0.701 1.502 -2.806
C 4.214 -0.619 -3.919
C 1.814 -1.529 0.048
C -0.142 1.391 4.349
C 0.568 0.068 -1.334
C 0.191 -1.586 6.368
C -1.029 2.749 -5.501
C -2.221 -3.188 2.370
C 0.408 2.507 4.954
C 1.359 -0.307 -2.463
C 3.232 -1.608 -3.358
C -3.573 1.792 3.135
C -0.701 -2.393 5.501
C 1.752 2.788 4.739
C 1.869 0.863 3.328
C -4.538 3.815 3.848
C 2.120 -2.337 1.273
C 0.803 -0.521 -0.076
C 0.385 1.056 -7.517
C 2.488 1.952 3.915
C -1.811 -3.168 3.797
C -0.987 3.056 -7.001
C -2.968 -5.175 5.060
C -0.454 1.014 -1.539
C -2.110 -3.977 4.849
C -0.376 0.591 -6.279
H -2.077 2.601 -5.218
H 2.745 -2.283 -4.056
H -4.968 4.120 2.897
H -1.077 4.121 -7.209
H -1.184 1.127 4.485
H -5.188 4.086 4.673
H 3.534 2.138 3.720
H 1.725 -0.066 -4.541
H 0.008 -0.373 -5.958
H -3.546 4.246 3.978
H 4.244 0.349 -3.437
H 1.441 0.796 -7.463
H 5.179 -2.610 -3.646
H -1.083 1.322 -0.717
H 2.396 0.187 2.670
H 0.507 2.930 -8.470
H 2.213 3.648 5.204
H 0.983 -1.146 5.767
H 5.075 -1.608 -2.129
H -1.745 2.523 -7.572
H -1.429 -3.885 6.828
H -0.035 0.701 -8.457
H 4.381 -0.614 -4.987
H -3.430 -5.093 3.192
H 1.070 2.910 -6.915
H -0.365 -0.787 6.862
H 3.337 -2.577 -0.987
H -1.442 0.441 -6.501
H 0.649 -2.209 7.135
H -0.653 3.599 -4.934
```

The HOMO energy (spin up / spin down) is -6.890 / -9.968 eV. The value obtained for the HOMO-LUMO gap (spin up / spin down) is 0.152 / 0.211 Eh. As for the multiplicity: 6. As for the charge: +1.